(1)
This record from the OMol25 dataset describes a single C6H7N molecule. The level of theory is the ωB97M-V functional and the def2-TZVPD basis.

Atoms and positions in Å:
N1 1.546 -2.233 -0.411
C1 0.814 -1.317 -0.096
C2 -0.452 0.601 -0.844
C3 -0.857 -0.077 0.805
C4 -0.505 -0.792 -0.849
C5 0.770 1.093 -0.061
C6 0.678 -0.104 0.894
H1 1.202 -0.090 1.848
H2 -1.448 -0.953 1.083
H3 1.674 1.155 -0.674
H4 -1.243 -1.348 -1.427
H5 -1.108 1.247 -1.428
H6 0.560 2.054 0.418
H7 -1.367 0.833 1.144

Force components x, y, z for each atom (eV/Å):
N -0.29 0.41 0.22
C 0.24 -0.28 -0.09
C -0.01 -0.06 -0.24
C -0.22 -0.11 0.40
C -0.13 0.20 -0.29
C 0.11 0.10 -0.08
C 0.15 0.00 0.17
H -0.06 -0.02 -0.17
H 0.05 0.08 -0.08
H -0.11 0.02 0.09
H 0.06 0.08 0.15
H 0.05 -0.10 0.16
H 0.04 -0.16 -0.07
H 0.10 -0.15 -0.18

Results
**Energy**: -287.3595 hartree
**HOMO energy**: -6.44 eV
**F_max**: 0.5 eV/Å
**Relative energy (zero: lowest compared OMol25 entry of this formula, charge and spin)**: 142.89 kcal/mol
**Charge**: 0
**LUMO level**: 0.41 eV
**HOMO-LUMO gap**: 6.854 eV

***

(2)
This record from the OMol25 dataset describes a single C6H7N molecule in a non-equilibrium geometry. The level of theory is the ωB97M-V functional and the def2-TZVPD basis.

Atoms and positions in Å:
N1 -3.593 -0.116 0.233
C1 -1.162 0.033 -0.457
C2 0.865 -0.173 -0.187
C3 -0.203 -0.995 -0.060
C4 -2.400 0.065 -0.032
C5 0.007 0.967 -0.671
C6 2.330 -0.262 0.230
H1 -3.765 0.130 1.216
H2 0.007 1.861 -0.032
H3 2.250 -1.244 0.872
H4 3.046 -0.316 -0.498
H5 2.729 0.601 0.806
H6 -0.171 -1.971 0.258
H7 0.061 1.421 -1.677

Force components x, y, z for each atom (eV/Å):
N 0.65 0.53 0.28
C -0.93 -0.56 0.77
C 0.58 0.46 -0.34
C 2.22 1.75 -0.57
C -0.43 -0.16 -0.60
C -0.31 2.16 -0.37
C -2.83 -1.44 3.06
H -0.24 -0.15 -0.21
H -0.06 -0.27 0.27
H 1.12 1.90 -0.99
H 1.45 -0.78 -2.40
H -0.92 -0.49 0.26
H -0.68 -2.19 0.77
H 0.38 -0.78 0.08

Results
**Energy**: -287.4504 hartree
**HOMO energy**: -7.98 eV
**F_max**: 4.4 eV/Å
**Relative energy (zero: lowest compared OMol25 entry of this formula, charge and spin)**: 85.89 kcal/mol
**Charge**: 0
**LUMO level**: 0.85 eV
**HOMO-LUMO gap**: 8.827 eV

***

(3)
This record from the OMol25 dataset describes C6H7N as an isolated structure in a non-equilibrium geometry. The level of theory is the ωB97M-V functional and the def2-TZVPD basis.

Atoms and positions in Å:
N1 -0.164 -0.624 1.398
C1 0.473 0.459 -0.889
C2 -1.856 -0.347 -1.570
C3 -0.492 0.073 -1.659
C4 0.537 0.234 2.188
C5 0.915 -0.406 0.313
C6 1.628 0.505 1.304
H1 1.364 -1.315 0.150
H2 -2.588 0.552 -1.637
H3 1.282 1.098 -1.144
H4 0.386 0.521 3.177
H5 -2.119 -1.115 -2.453
H6 2.588 1.066 1.336
H7 -1.955 -0.703 -0.514

Force components x, y, z for each atom (eV/Å):
N 1.22 1.48 0.39
C 1.28 -2.74 0.70
C -1.95 -1.00 -1.19
C -0.53 2.11 -0.83
C 1.31 -0.93 -2.77
C -1.66 3.29 1.44
C -0.65 -0.49 1.12
H 1.16 -2.05 -1.08
H 1.29 -1.37 -0.15
H 0.43 0.81 -0.70
H -0.73 0.36 1.55
H 0.29 1.51 2.36
H -0.96 -0.48 -0.06
H -0.52 -0.49 -0.78

Results
**Energy**: -287.3317 hartree
**HOMO energy (alpha / beta)**: -8.77 / -7.47 eV
**F_max**: 4.0 eV/Å
**Relative energy (zero: lowest compared OMol25 entry of this formula, charge and spin)**: 160.35 kcal/mol
**Charge**: 0
**LUMO level (alpha / beta)**: 0.52 / -0.60 eV
**HOMO-LUMO gap (alpha / beta)**: 9.296 / 6.877 eV

***

(4)
This record from the OMol25 dataset describes a single C6H7N molecule in a non-equilibrium geometry. The level of theory is the ωB97M-V functional and the def2-TZVPD basis.

Atoms and positions in Å:
N1 0.440 2.204 -0.504
C1 -1.319 -0.837 0.654
C2 1.135 -0.027 -0.453
C3 -0.323 -1.855 0.351
C4 -1.116 0.491 0.438
C5 0.121 0.913 -0.244
C6 0.920 -1.413 -0.109
H1 -2.373 -1.044 1.121
H2 -1.673 1.345 0.894
H3 2.143 0.251 -0.898
H4 -0.546 -2.937 0.494
H5 1.829 -2.067 -0.402
H6 1.273 2.453 -1.109
H7 -0.236 2.942 -0.402

Force components x, y, z for each atom (eV/Å):
N 1.08 2.01 -1.19
C -1.44 -1.53 0.80
C 0.10 -1.68 0.05
C -0.53 0.62 0.21
C 2.56 2.20 -0.88
C 0.16 -1.61 1.20
C 0.98 0.71 -1.45
H 2.30 -0.25 -0.80
H -0.17 -1.15 -0.66
H -1.51 -0.18 0.67
H 0.21 1.11 -0.01
H -1.96 0.66 0.87
H -1.74 -0.74 1.28
H -0.04 -0.16 -0.08

Results
**Energy**: -287.5562 hartree
**HOMO energy**: -7.69 eV
**F_max**: 3.5 eV/Å
**Relative energy (zero: lowest compared OMol25 entry of this formula, charge and spin)**: 19.50 kcal/mol
**Charge**: 0
**LUMO level**: 1.08 eV
**HOMO-LUMO gap**: 8.777 eV

***

(5)
This record from the OMol25 dataset describes a single C6H7N molecule in a non-equilibrium geometry. The level of theory is the ωB97M-V functional and the def2-TZVPD basis.

Atoms and positions in Å:
N1 0.497 1.178 1.327
C1 1.310 1.621 0.262
C2 -0.395 0.061 -0.348
C3 -0.540 0.305 0.953
C4 -0.847 -2.520 -0.674
C5 0.814 0.819 -0.811
C6 -0.859 -1.229 -0.857
H1 0.820 1.471 2.242
H2 -1.242 -0.245 1.628
H3 -1.417 -0.877 -1.797
H4 1.302 0.702 -1.882
H5 -1.319 -3.185 -1.413
H6 -0.398 -2.993 0.151
H7 1.891 2.538 0.634

Force components x, y, z for each atom (eV/Å):
N -0.29 0.85 0.54
C -2.61 -1.87 0.63
C 3.73 -0.86 0.18
C 1.29 0.97 2.66
C -0.30 -0.88 -0.24
C 0.80 0.67 -1.58
C -2.33 3.08 -4.72
H -1.06 -0.21 0.00
H 1.05 0.93 -0.37
H 0.50 -1.34 0.66
H -1.32 0.50 2.47
H 0.16 0.47 0.46
H 0.68 -0.52 1.04
H -0.30 -1.79 -1.72

Results
**Energy**: -287.4754 hartree
**HOMO energy**: -8.55 eV
**F_max**: 6.1 eV/Å
**Relative energy (zero: lowest compared OMol25 entry of this formula, charge and spin)**: 70.15 kcal/mol
**Charge**: 0
**LUMO level**: 1.01 eV
**HOMO-LUMO gap**: 9.564 eV

***

(6)
This record from the OMol25 dataset describes an isolated ion of composition C6H7N2 and charge +1 in a non-equilibrium geometry. The level of theory is the ωB97M-V functional and the def2-TZVPD basis.

Atoms and positions in Å:
N1 -0.595 1.792 -0.302
N2 1.655 1.234 -0.001
C1 -0.094 -0.620 -0.007
C2 0.883 -1.630 0.212
C3 2.050 -0.962 -0.029
C4 2.485 0.239 -0.121
C5 0.232 0.750 -0.065
C6 -1.545 -1.091 -0.061
H1 -2.212 -0.200 -0.033
H2 -1.532 1.689 0.037
H3 1.695 2.242 -0.011
H4 -1.760 -1.761 0.815
H5 -1.721 -1.702 -1.005
H6 0.519 -2.617 0.663
H7 -0.059 2.636 -0.092

Force components x, y, z for each atom (eV/Å):
N 1.00 -0.24 0.52
N -4.78 -1.88 -0.68
C -0.60 0.08 0.50
C -0.24 0.46 0.60
C 1.45 1.36 0.06
C 0.13 -3.14 0.85
C 2.29 0.68 -0.65
C -0.22 -0.12 -0.15
H 0.14 -1.02 -0.09
H -0.39 0.53 0.06
H 1.31 0.05 0.03
H 0.08 0.73 -0.77
H 0.12 0.97 1.12
H 1.22 1.25 -1.22
H -1.52 0.30 -0.19

Results
**Energy**: -341.9259 hartree
**HOMO energy**: -13.54 eV
**F_max**: 5.2 eV/Å
**Relative energy (zero: lowest compared OMol25 entry of this formula, charge and spin)**: 89.02 kcal/mol
**Charge**: +1
**LUMO level**: -5.48 eV
**HOMO-LUMO gap**: 8.066 eV

***

(7)
This record from the OMol25 dataset describes a 2-piece molecular cluster, C6H7N2O2 overall in a non-equilibrium geometry. The level of theory is the ωB97M-V functional and the def2-TZVPD basis.

Atoms and positions in Å:
O1 -0.790 -1.890 1.780
O2 -2.815 -1.128 1.041
N1 0.505 1.005 1.157
N2 1.337 -0.858 0.104
C1 1.440 0.126 1.012
C2 -0.315 1.461 0.295
C3 -1.822 -1.532 1.430
C4 -0.329 0.114 -1.352
C5 0.335 -0.944 -0.825
C6 0.077 1.535 -1.145
H1 2.240 0.086 1.736
H2 -1.286 1.808 0.620
H3 -1.198 -0.077 -1.965
H4 1.899 -1.694 0.250
H5 0.080 -1.947 -1.139
H6 -0.504 2.237 -1.732
H7 1.147 1.699 -1.265

Force components x, y, z for each atom (eV/Å):
O 1.43 -0.72 0.65
O -1.65 0.54 -0.54
N 0.10 0.10 0.82
N 0.44 0.03 0.01
C 0.06 -0.24 -0.03
C -0.06 0.60 -0.51
C 0.09 0.11 0.01
C 0.16 -0.31 -0.29
C -0.46 0.12 -0.53
C 0.07 -0.12 0.21
H 0.15 -0.12 -0.05
H -0.18 -0.01 0.04
H -0.02 -0.14 0.00
H -0.09 0.23 0.06
H 0.03 -0.03 0.08
H -0.02 -0.05 0.02
H -0.05 0.02 0.05

Results
**Energy**: -492.5794 hartree
**HOMO energy**: -14.70 eV
**F_max**: 1.8 eV/Å
**Relative energy (zero: lowest compared OMol25 entry of this formula, charge and spin)**: 8.75 kcal/mol
**Charge**: +1
**LUMO level**: -4.57 eV
**HOMO-LUMO gap**: 10.127 eV

***

> charge of number 7 (C6H7N2O2)?

+1